Entry from the OMol25 dataset: a molecular structure, C30H25F5N6O3RuS2 in a non-equilibrium geometry (wB97M-V/def2-TZVPD).

⟨S²⟩ = 0.834
energy relative to the best compared isomer or geometry (same formula, charge and spin) = 2.3085 eV
Kohn-Sham gap (spin up / spin down) = 6.134 / 6.523 eV
total charge = +1
spin multiplicity = 2

Each line ends with the Mulliken charge.
Geometry (Å):
Ru -1.1113 0.5499 -0.1374  1.5225
O -2.8845 -0.7516 -0.0983  -0.8557
N -4.1157 -0.2672 -0.2038  0.6955
C -5.1372 -1.1502 -0.2395  -0.3469
C -6.4371 -0.7293 -0.2990  -0.6807
C -6.7099 0.6392 -0.3263  -0.2237
C -5.6569 1.5227 -0.3119  -0.8735
C -4.3390 1.0599 -0.2630  0.6116
S -3.0143 2.1583 -0.3009  -0.2026
H -4.8427 -2.1885 -0.2148  0.4546
H -7.2313 -1.4599 -0.3199  0.4360
H -7.7274 1.0007 -0.3637  0.4101
H -5.8084 2.5927 -0.3333  0.4365
C 1.3579 2.0497 2.5370  -1.5422
C 0.1117 1.3186 2.8729  1.0088
N -0.8519 0.9750 2.0416  0.0348
C -1.8233 0.3190 2.7705  -0.7914
C -1.4345 0.2732 4.0658  -0.4796
N -0.2144 0.9129 4.1234  0.3254
C 0.6228 1.0260 5.3064  -1.3023
N 1.7698 0.1700 5.2272  0.8068
N 2.9980 0.6824 4.9596  -0.5507
N 3.8366 -0.2625 4.8476  -0.5687
C 3.1915 -1.4670 5.0251  0.1445
C 3.6601 -2.7812 4.9927  -0.6869
C 2.7357 -3.7802 5.1949  -0.5135
C 1.3782 -3.4992 5.4283  -0.6001
C 0.8991 -2.2080 5.4692  -0.6594
C 1.8349 -1.1962 5.2665  1.4007
H 1.2887 2.4336 1.5233  0.4556
H 2.2240 1.3918 2.6133  0.0645
H 1.5193 2.8816 3.2228  0.5269
H -2.7144 -0.0730 2.3127  0.5219
H -1.9188 -0.1230 4.9407  0.4762
H 0.0198 0.7574 6.1721  0.4663
H 0.9926 2.0440 5.4164  0.3098
H 4.7063 -2.9873 4.8153  0.4475
H 3.0573 -4.8126 5.1769  0.3898
H 0.6943 -4.3233 5.5808  0.3914
H -0.1480 -2.0024 5.6473  0.3244
C 2.3221 -1.5178 -6.2197  -1.4726
C 2.2787 -0.8959 -4.8537  0.8949
C 1.6971 -1.5733 -3.7835  -0.8121
C 1.6460 -1.0001 -2.5229  -0.5269
C 2.1957 0.2557 -2.3340  0.3956
C 2.7691 0.9581 -3.3803  -0.5985
C 2.8043 0.3765 -4.6371  -0.7823
S 2.0918 1.0217 -0.7135  0.6206
C 3.7381 0.4817 -0.1740  -1.2277
O 1.1596 0.1285 0.1001  -0.6445
H 2.5417 -2.5829 -6.1541  0.3794
H 3.0781 -1.0428 -6.8423  0.3881
H 1.3604 -1.4115 -6.7272  0.2829
H 1.2853 -2.5638 -3.9346  0.4261
H 1.1878 -1.5162 -1.6886  0.5583
H 3.1662 1.9538 -3.2199  0.4948
H 3.2482 0.9166 -5.4640  0.3836
H 3.7864 -0.6046 -0.1989  0.3570
H 3.9088 0.8504 0.8364  0.3900
H 4.4694 0.9166 -0.8526  0.4552
F -2.1614 0.7738 -6.8147  -0.3208
C -1.7542 1.0579 -5.5767  0.6844
C -1.9620 0.1590 -4.5436  -0.0359
F -2.5822 -1.0018 -4.7674  -0.3343
C -1.5108 0.4695 -3.2803  -0.0919
F -1.6675 -0.4243 -2.2589  -0.4777
C -0.8507 1.6560 -2.9521  1.0006
O -0.4051 1.8734 -1.7523  -0.9213
C -0.6590 2.5430 -4.0261  0.1036
F 0.0048 3.6837 -3.8059  -0.3645
C -1.0954 2.2505 -5.3040  0.3176
F -0.8685 3.1126 -6.2922  -0.3058